Record 1
{"formula": "C4H5N2O3S", "method": "ωB97M-V/def2-TZVPD", "species": ["O", "H", "C", "C", "O", "S", "O", "C", "C", "H", "H", "N", "H", "H", "N"], "positions_angstrom": [[2.209, -1.722, 0.140], [-2.679, -1.716, 1.730], [2.979, 0.166, -1.498], [-2.014, 1.314, 0.609], [0.456, 0.341, -0.449], [1.753, -1.098, -1.055], [-2.148, 2.451, 0.366], [-2.187, -0.881, 1.248], [-0.552, 0.093, 0.180], [-3.685, 0.514, 1.606], [3.064, 0.201, -2.581], [-1.022, -1.040, 0.699], [2.668, 1.143, -1.139], [3.932, -0.104, -1.051], [-2.774, 0.338, 1.196]], "relative_energy_kj_mol": 0.0, "e_homo_ha": -0.5048, "lumo_ha": -0.2046, "energy_ev": -24177.2205, "molar_mass_g_mol": 161.16, "total_charge": 1, "spin_multiplicity": 1}

***

Record 2
{"formula": "C4H5N2OS", "method": "ωB97M-V/def2-TZVPD", "species": ["N", "C", "C", "H", "S", "O", "C", "N", "C", "H", "H", "H", "H"], "positions_angstrom": [[2.107, 1.687, 0.337], [0.924, -0.430, 0.089], [-0.802, -1.982, -0.657], [-0.894, -2.947, -0.185], [-3.997, 0.628, 0.859], [-1.941, 0.721, -0.820], [-2.808, 0.722, -0.083], [0.080, -1.231, -0.180], [1.741, 0.456, 0.669], [1.899, 2.096, -0.605], [-1.216, -1.761, -1.770], [2.988, 2.126, 0.764], [1.918, -0.084, 1.582]], "relative_energy_kj_mol": 210.3, "e_homo_ha": [-0.4973, -0.4973], "lumo_ha": [-0.1820, -0.1821], "energy_ev": -20082.4875, "molar_mass_g_mol": 129.16, "total_charge": 1, "spin_multiplicity": 1}

***

Record 3
{"formula": "C4H5N2S2", "method": "ωB97M-V/def2-TZVPD", "species": ["C", "S", "S", "C", "H", "H", "C", "H", "H", "C", "N", "N", "H"], "positions_angstrom": [[1.116, 0.653, 0.352], [-0.819, -2.714, 0.930], [-2.436, -0.588, -2.740], [-0.360, 1.116, 0.171], [1.964, -1.334, 0.653], [1.866, 1.192, -0.323], [-1.647, -0.174, -1.456], [-0.930, 1.394, 1.049], [-0.360, 1.952, -0.495], [0.064, -1.515, 0.518], [-1.020, -0.007, -0.387], [1.155, -0.826, 0.356], [1.407, 0.851, 1.372]], "relative_energy_kj_mol": 45.3, "e_homo_ha": -0.5084, "lumo_ha": -0.1986, "energy_ev": -28870.6497, "molar_mass_g_mol": 145.23, "total_charge": 1, "spin_multiplicity": 1}